Computed, not measured: C26H25F6N6PtSb as an isolated structure in a non-equilibrium geometry, with the ωB97M-V functional and the def2-TZVPD basis.

Cartesian coordinates (Å):
Pt  -0.7810  0.3038  -0.4467
C  -4.0374  4.9681  2.9677
C  -2.9147  4.2924  2.2594
C  -2.3217  4.8848  1.1409
C  -1.3274  4.2384  0.4523
C  -0.8661  2.9613  0.8273
N  0.0276  2.3114  0.0150
C  1.1275  2.9212  -0.4666
C  1.6795  4.0194  0.2472
C  2.8337  4.6455  -0.1354
C  3.5439  4.2004  -1.2560
C  4.8448  4.7962  -1.6554
C  3.0246  3.1300  -1.9729
C  1.8378  2.4946  -1.6312
N  1.3987  1.4631  -2.4703
C  1.8046  1.2589  -3.7513
C  1.3103  0.0483  -4.1612
C  0.5882  -0.4399  -3.0677
N  0.6452  0.4251  -2.0696
C  -1.4353  2.3788  1.9914
C  -2.4478  3.0488  2.6689
N  -0.9606  1.1648  2.5095
C  -0.9056  0.7869  3.8110
C  -0.3342  -0.4612  3.8517
C  -0.0613  -0.7910  2.5186
N  -0.4399  0.2005  1.7351
H  -3.9418  6.0473  2.8884
H  -4.0810  4.6914  4.0178
H  -4.9851  4.6862  2.5067
H  -2.6571  5.8540  0.8063
H  -0.8934  4.6731  -0.4343
H  1.1782  4.3363  1.1484
H  3.2086  5.4644  0.4573
H  4.9240  5.8277  -1.3278
H  4.9894  4.7426  -2.7317
H  5.6558  4.2352  -1.1894
H  3.5915  2.7769  -2.8192
H  2.3778  1.9780  -4.2964
H  1.4532  -0.4372  -5.1032
H  0.0557  -1.3683  -2.9855
H  -2.8859  2.5902  3.5427
H  -1.2412  1.4204  4.6070
H  -0.1402  -1.0624  4.7134
H  0.3807  -1.6816  2.1135
F  -1.2586  -1.8963  -1.1905
Sb  -1.3942  -3.8518  -0.6775
F  -0.1701  -4.0455  -2.1037
F  -2.8915  -3.8829  -1.8405
F  -1.4816  -5.6655  -0.2413
F  -2.6073  -3.1096  0.6620
F  -0.0174  -3.4337  0.5744
N  -2.9805  -0.1219  0.0996
C  -3.4274  -0.0162  -1.2462
C  -4.1026  -1.0622  -1.8665
C  -4.4704  -0.9518  -3.1940
C  -4.1807  0.2028  -3.9082
C  -3.5226  1.2545  -3.2894
C  -3.1408  1.1543  -1.9631
H  -3.0725  -1.0817  0.4399
H  -3.4474  0.5278  0.7279
H  -4.3301  -1.9606  -1.3159
H  -4.9857  -1.7714  -3.6675
H  -4.4753  0.2831  -4.9434
H  -3.3151  2.1587  -3.8398
H  -2.6652  1.9945  -1.4622

Values from the calculation:
HOMO-LUMO gap (alpha / beta), hartree: 0.2203 / 0.1699
HOMO (alpha / beta), hartree: -0.386 / -0.384
Net charge: +1
Multiplicity: 2
LUMO energy (alpha / beta), eV: -4.495 / -5.815
Total energy, eV: -62392.947

Charges per atom according to natural (NBO) partitioning, unit e: 1.15 -0.64 0.05 -0.20 -0.19 0.14 -0.36 0.09 -0.16 -0.21 0.08 -0.65 -0.24 0.25 -0.18 -0.01 -0.29 0.03 -0.30 0.14 -0.23 -0.19 -0.01 -0.31 0.02 -0.36 0.23 0.23 0.24 0.23 0.23 0.24 0.24 0.24 0.23 0.25 0.23 0.24 0.26 0.27 0.23 0.24 0.25 0.26 -0.71 3.16 -0.66 -0.66 -0.64 -0.69 -0.68 -0.88 0.10 -0.23 -0.17 -0.22 -0.22 -0.22 0.44 0.40 0.24 0.23 0.22 0.22 0.20

***

Computed, not measured: a 2-piece molecular cluster, C6H6Si3 overall in a non-equilibrium geometry, with the ωB97M-V functional and the def2-TZVPD basis.

Cartesian coordinates (Å):
C  -0.6586  1.3522  -1.3783
C  -1.4232  0.7218  -0.4824
C  0.7780  1.0183  -1.2762
C  -1.0032  -0.1134  0.4191
C  1.2232  0.1790  -0.3381
C  0.2774  -0.4449  0.6131
Si  0.3554  2.3178  -2.5795
Si  -2.0754  -2.1738  2.8667
Si  2.0200  -0.9601  0.9429
H  0.2903  1.9719  -3.9909
H  0.8026  3.6785  -2.3173
H  -2.4383  -3.1316  1.7890
H  -3.4706  -1.8230  3.2552
H  2.4885  -2.2664  0.4995
H  2.8339  -0.3264  1.9772

Values from the calculation:
HOMO-LUMO gap (alpha / beta), hartree: 0.2669 / 0.2668
HOMO (alpha / beta), hartree: -0.305 / -0.305
Multiplicity: 1
LUMO energy (alpha / beta), eV: -1.029 / -1.029
Total energy, eV: -29941.638

Charges per atom according to natural (NBO) partitioning, unit e: -0.47 0.06 -0.37 -0.03 -0.36 -0.46 1.12 0.55 1.13 -0.15 -0.15 -0.28 -0.28 -0.15 -0.15

***

Computed, not measured: one molecule with the formula H2S2 in a non-equilibrium geometry, with the ωB97M-V functional and the def2-TZVPD basis.

Cartesian coordinates (Å):
S  -0.5996  -0.7426  -0.6631
S  0.3867  1.3396  0.4489
H  0.4148  -1.4133  -1.2687
H  -0.2020  0.8163  1.4829

Values from the calculation:
HOMO-LUMO gap, hartree: 0.2850
HOMO, hartree: -0.353
Multiplicity: 1
SMILES: SS
LUMO energy, eV: -1.865
Total energy, eV: -21701.422

Charges per atom according to natural (NBO) partitioning, unit e: -0.16 -0.10 0.14 0.12